Computed, not measured: a molecular structure, C40H41Br2N8O4V, with the ωB97M-V functional and the def2-TZVPD basis.

Structure (XYZ):
```
96
Properties=species:S:1:pos:R:3:lowdin_charge:R:1
C -4.31077 -1.23199 -2.71857 -0.041
C -3.17996 2.11444 -3.05207 -0.745
C -0.31453 -4.15605 2.40603 0.035
N 2.02485 0.33685 2.32686 0.172
H -2.02264 -3.02094 -5.25519 0.110
C -1.63317 1.07078 4.41112 -0.071
C 5.67591 1.91749 0.15664 -0.082
H 2.97406 0.11360 -2.03478 0.118
H -0.97583 -0.06012 -2.43485 0.068
Br 0.46989 5.10014 3.85733 0.756
C -4.62733 -1.21043 -4.06886 -0.080
V 0.09519 -0.77448 -0.12430 0.762
H -4.51392 3.59206 -3.86535 0.105
C 1.32348 1.74870 -1.05568 -0.158
Br -2.38989 1.72550 -4.73412 0.776
H 4.85425 0.16642 3.60570 0.111
H -1.03241 -4.95473 2.27436 0.133
C 5.05091 1.35144 1.26610 -0.047
C -3.50155 -3.31419 -0.23220 -0.022
O -2.52341 -3.74794 0.75476 0.050
C 2.15707 -0.77262 2.90325 -0.290
C -0.60638 2.63367 2.93158 -0.066
C -1.46911 0.44169 2.00607 -0.583
H 2.32826 3.35013 1.43152 0.111
H 1.59560 -0.49490 -3.53119 0.103
H -0.64116 3.64230 6.15394 0.104
N 1.80543 0.54067 -0.34906 -0.115
C -3.79328 -1.83698 -4.98851 -0.090
N 0.02038 -0.07275 -2.21395 -0.085
H 2.53937 2.04110 3.41144 0.144
C 3.88533 3.50629 -0.03990 -0.081
O -2.26248 -0.47588 2.18242 0.053
H -0.34146 1.99182 -2.41753 0.081
C -3.25463 1.68137 -0.82417 -0.108
H -4.67240 2.76726 0.36216 0.114
C -2.66224 -2.50672 -4.54572 -0.071
H -3.57162 -4.07800 -1.00021 0.136
C 0.51603 1.33897 -2.31113 -0.153
H -4.96123 -0.73609 -2.00264 0.123
H -5.52949 -0.71269 -4.40369 0.112
C 3.84051 1.85787 1.73212 -0.179
N -1.52873 -2.00426 -0.27888 0.089
O 3.11744 -0.91108 3.84849 0.014
C -0.40103 -3.03616 1.59270 -0.158
N -1.41781 1.84326 5.48239 0.085
C -2.36069 -2.54061 -3.18671 -0.050
C -1.24455 1.41828 3.12684 -0.116
C 2.98079 -0.10805 -0.96870 -0.140
H -2.13458 0.12175 4.57401 0.122
H 1.99810 0.76550 0.62675 0.044
H 2.14825 2.41286 -1.32312 0.097
C -0.39826 3.43826 4.03071 -0.685
C -4.26867 2.60179 -0.62898 -0.039
H 3.13656 -1.83922 0.28862 0.113
C 1.19000 -2.31946 -2.46486 -0.152
H 3.65402 -2.12795 -1.36828 0.123
H 6.62324 1.51800 -0.18776 0.112
N -2.72008 1.42654 -2.03137 0.038
C 3.26768 2.94049 1.06688 -0.047
H -2.83064 1.11138 -0.00606 0.085
C 2.91471 -1.61645 -0.75399 -0.137
H -3.41583 -1.14912 -0.28662 0.135
C 0.72906 -1.01378 -3.13148 -0.155
H 0.09514 -1.25307 -3.98420 0.113
H 5.52332 0.50244 1.74705 0.111
C -4.73760 3.30311 -1.73229 -0.050
C -3.16633 -1.88610 -2.26692 -0.201
H 3.79818 0.74805 4.89322 0.135
H 0.67627 2.27883 -0.36059 0.107
C 1.33460 -2.00265 2.66564 -0.133
C -2.93732 -1.99245 -0.78104 -0.201
N 0.42663 -1.96394 1.66780 0.122
H 2.24809 -3.04850 4.26841 0.126
H 3.42908 4.35612 -0.53640 0.117
H -1.51150 -3.11564 -2.83651 0.095
H 0.78346 -5.05769 4.01273 0.125
H 0.39930 -3.06195 -2.49292 0.091
C 3.82625 0.36327 3.87954 -0.039
H -4.45777 -3.19742 0.26589 0.141
H -0.28230 2.92859 1.94210 0.105
O -0.77763 0.66987 0.91835 -0.175
C -1.49440 -2.91792 0.62726 -0.325
H 2.03522 -2.72647 -3.02553 0.124
H -4.02981 -1.80670 -6.04651 0.111
H -5.52716 4.03731 -1.62617 0.116
H 3.91424 0.29228 -0.57035 0.097
C 5.09617 2.99449 -0.49863 -0.070
N 1.53705 -2.13646 -1.02596 -0.119
C 0.66845 -4.19872 3.36374 -0.003
C 3.06065 1.24485 2.88229 -0.197
C -0.81055 3.01662 5.28463 -0.183
H 1.46460 -3.04290 -0.57738 0.116
C 1.49298 -3.08823 3.50152 0.033
C -4.18382 3.06574 -2.97978 -0.099
H 1.11318 1.44937 -3.21442 0.112
H 5.58874 3.44084 -1.35492 0.110
```

Properties
HOMO energy (alpha / beta) = -9.08 / -11.11 eV
Energy relative to the best compared isomer or geometry (same formula, charge and spin) = 0.0 kcal/mol
Spin multiplicity = 4
<S²> = 3.764
Charge = +1

***

Computed, not measured: a molecular structure, C40H41BrCdCl5IN5OS, with the ωB97M-V functional and the def2-TZVPD basis.

Structure (XYZ):
```
96
Properties=species:S:1:pos:R:3:lowdin_charge:R:1
C 3.62637 0.25654 -1.64961 -0.404
H 5.84144 0.16033 -1.71849 0.094
H -1.44779 -4.84508 -0.62597 0.081
C -1.84444 -4.10723 1.90712 -0.051
H 2.79052 1.34815 -4.53335 0.081
H -2.88363 1.78942 2.17996 0.095
H 4.76479 1.74947 1.21790 0.105
H 0.65255 3.25479 -6.50067 0.105
C 4.00544 3.71738 1.79119 -0.143
C 3.13990 0.43944 4.83224 -0.106
H 3.46748 0.87542 5.76816 0.094
H 0.32120 5.51540 -5.49030 0.096
H -5.91624 -1.64412 3.27911 0.082
C -5.75690 1.02590 2.78640 -0.054
C 0.20326 2.24158 -4.66313 -0.187
C 0.29208 -3.61787 -4.61563 -0.716
Cl -1.36107 -4.70227 -6.47012 0.643
N 2.04293 -0.53906 -0.07017 -0.045
H 1.96497 2.14353 4.26324 0.099
Cl -3.14428 -2.17641 -6.05307 0.639
H -4.00872 -2.32293 2.40910 0.086
S 2.68252 4.12860 -1.90150 0.643
N 2.66477 0.63259 -2.55059 -0.051
C -4.68804 0.14955 3.45571 -0.565
H -0.54480 3.54777 -1.78364 0.008
C 0.66585 -2.60649 -3.73347 -0.719
C 0.18985 4.61791 -4.90073 -0.141
H 6.00747 3.01626 1.24159 0.110
H 5.46070 1.11890 -4.23677 0.079
C -1.72789 -0.88174 0.33884 -0.449
C 4.70758 0.89118 -3.49785 -0.116
Cl 2.14300 -2.82821 -2.82481 0.642
Cl -2.33044 -0.01937 -3.97832 0.639
H 0.30527 1.24181 -5.07371 0.096
I -0.42361 6.51699 -2.59642 0.823
C 3.10524 -1.39706 3.28044 -0.049
H 3.40884 -2.40387 3.01420 0.107
C -1.89911 0.41315 0.89873 -0.533
H -6.54019 1.29796 3.50206 0.078
H 4.97272 2.59567 -1.14833 0.098
C -1.66916 -2.34591 -5.16431 -0.716
O -0.92722 -1.11032 -0.63425 -0.269
C -0.29035 3.50975 -2.83233 -0.311
C -4.04494 0.92997 4.61129 -0.058
H 4.08417 -0.70143 0.23013 0.132
H -0.87559 -3.68670 2.18809 0.082
Cd 0.59750 -0.02527 -1.90834 1.320
C 2.30490 1.15411 3.97940 -0.104
C -0.07327 -1.44427 -3.53262 -0.271
C 3.32078 1.00195 -3.65888 -0.216
C 3.54443 -0.83737 4.47611 -0.097
H 3.56412 3.21994 2.65373 0.088
H -3.67415 -5.03950 0.05227 0.079
H -6.21794 0.48877 1.95516 0.088
H -2.52021 -3.99226 2.75781 0.073
C -2.51607 -1.89370 0.97021 -0.085
C -1.25757 -1.37111 -4.25602 -0.724
N -0.10867 2.30715 -3.37032 0.023
C 1.88564 0.60260 2.77857 -0.040
C -3.42559 -1.52830 1.96083 -0.003
C -1.45054 -3.75505 -0.51248 -0.063
Br -0.74270 1.78763 0.23007 0.785
H 2.19484 -2.31412 1.03442 0.117
H -6.10541 -0.76466 4.79867 0.079
H -4.78952 1.15933 5.38015 0.078
H -4.66104 -1.74923 4.52634 0.086
C -5.37925 -1.08115 4.04541 -0.074
C -2.38598 -3.40076 0.65312 -0.527
H 0.68580 -1.43146 1.20372 0.097
H -3.24527 0.34177 5.06631 0.089
H -4.18566 -3.45563 -0.55879 0.091
C 0.37202 3.35927 -5.46070 -0.058
C 3.26354 -0.34869 -0.40614 -0.152
C 4.90399 0.40278 -2.20177 -0.110
C 1.76786 -1.31138 1.13909 -0.179
C -0.15539 4.68340 -3.56589 -0.756
C 3.44691 3.76315 -0.47811 -0.890
H -1.78238 -3.30789 -1.44877 0.082
H 4.51174 4.62506 2.13419 0.112
Cl 1.25580 -5.04225 -4.80796 0.639
H 1.24186 1.16608 2.11163 0.056
H 2.18249 4.56692 0.93108 0.129
H 4.19510 -1.40409 5.13077 0.096
H -0.42953 -3.42203 -0.33772 0.072
C 2.27207 -0.68958 2.42217 -0.210
C -2.81331 0.75465 1.86704 -0.108
H -1.71287 -5.17674 1.71359 0.080
H -4.47684 -3.89166 1.12913 0.067
N 4.64940 3.15014 -0.36696 0.021
C -3.76761 -3.97883 0.30376 -0.057
C -0.88101 -3.47693 -5.34950 -0.715
H -5.31832 1.94437 2.39066 0.078
N 3.00762 4.01759 0.77759 0.017
H -3.61530 1.87273 4.26750 0.072
C 4.96426 2.80390 1.01271 -0.138
C -3.62778 -0.22870 2.41977 -0.194
```

Properties
HOMO energy = -4.69 eV
Energy relative to the best compared isomer or geometry (same formula, charge and spin) = 0.0 kcal/mol
Charge = -1

***

Computed, not measured: a molecular structure, C40H41GdOP2, with the ωB97M-V functional and the def2-TZVPD basis.

Structure (XYZ):
```
85
Properties=species:S:1:pos:R:3:lowdin_charge:R:1
C 1.82660 1.49273 -5.34034 -0.057
H 3.73509 1.77216 -6.32643 0.120
C 3.08095 2.46338 -3.04255 -0.075
H -1.80439 -2.80711 5.92309 0.121
H -3.76096 3.74886 -0.49213 0.115
O -0.84224 0.93754 1.65507 -0.482
H -2.20190 -1.66142 -1.65309 0.094
C -0.75188 -2.92667 2.14733 -0.369
C 3.50455 -5.32763 -0.41110 -0.045
H -3.30827 1.57898 1.83419 0.086
C -0.70361 3.99312 -2.86673 -0.080
C -1.41213 1.58278 2.83420 -0.630
H 3.58031 2.86028 -2.15748 0.104
H 3.76958 5.00419 2.47467 0.127
C 1.74323 2.03462 -2.96015 -0.382
C 2.30517 -5.63769 -1.06092 -0.043
H 0.45478 1.33700 3.88003 0.079
C -2.88459 1.22192 2.77942 -0.005
H -1.30686 3.74140 3.49284 0.109
H -3.32010 -1.92140 4.16576 0.119
H 4.41101 -5.90266 -0.62034 0.122
C -1.50724 -2.83643 4.87467 -0.053
C -0.65463 3.08180 -1.79685 -0.351
H -3.01005 0.13543 2.72643 0.058
C -2.35391 -2.33270 3.88166 -0.076
H 0.42965 -1.19249 -2.98365 0.044
C -3.52224 -3.30185 -2.13381 -0.064
C -0.59210 1.01038 3.99490 -0.025
H -4.75134 -5.07848 -2.35641 0.119
C -1.78106 3.00419 -0.94860 -0.104
C -3.13449 -5.37156 -0.95464 -0.051
C -2.43832 -2.71335 -1.47511 -0.094
H 2.43481 -2.71748 1.49092 0.083
P 0.78051 1.98714 -1.40161 1.048
H 2.26468 -6.47224 -1.76063 0.120
H -2.66612 -1.99264 1.77586 0.113
C 3.22383 4.43763 1.71663 -0.035
H 0.02573 3.15259 2.52371 0.074
C -3.88620 -4.62932 -1.86961 -0.047
C -0.28096 -3.38436 4.49715 -0.059
H 3.66091 2.48530 2.56400 0.123
H 0.07004 1.27978 -4.11086 0.108
H 0.40556 -3.74514 5.27080 0.121
H 0.15053 4.10015 -3.53284 0.110
H -1.49999 3.49335 1.74477 0.073
H 1.10976 -1.36633 -2.76208 0.049
H 4.81664 2.72707 -4.29942 0.117
H 4.44449 -4.04046 1.04594 0.117
C 1.11891 1.58182 -4.14198 -0.129
C 3.78082 2.38787 -4.24862 -0.057
H -0.61756 -0.07980 4.00432 0.064
C -2.90605 3.79928 -1.16936 -0.059
C 2.59609 5.11835 0.66835 -0.019
C -1.84932 4.76570 -3.10611 -0.050
C -1.06603 3.06459 2.65537 -0.018
C 3.52155 -4.27806 0.51541 -0.066
C -2.04886 -4.78960 -0.29360 -0.094
P -0.26733 -2.69120 0.35696 1.014
C -1.66451 -3.46001 -0.55256 -0.380
C 0.07921 -3.45519 3.15059 -0.082
H 0.24750 -5.09708 -1.39476 0.102
H -3.85037 5.26547 -2.45793 0.120
H -4.11652 -2.72819 -2.85010 0.116
H 1.32275 4.94278 -1.07359 0.120
H -3.54914 1.60449 3.56771 0.108
C 2.50654 2.31667 0.77456 -0.231
H 1.03810 -3.88758 2.87806 0.092
C -1.98461 -2.37707 2.54089 -0.118
H 1.32983 1.12738 -6.23985 0.118
H 2.67168 6.20257 0.58647 0.126
C 3.17336 1.86643 -5.39626 -0.046
H -3.39986 -6.40865 -0.73988 0.120
H -1.50020 -5.37290 0.44762 0.121
H -1.86965 5.44625 -3.95800 0.119
C 1.85973 4.40701 -0.29062 -0.042
C 1.79505 3.00626 -0.24388 -0.390
Gd 0.79284 0.07070 0.88124 1.376
C -2.95754 4.66915 -2.26500 -0.048
H -0.86822 1.33957 5.00172 0.106
C 2.37021 -3.53471 0.76030 -0.151
C 3.16590 3.04554 1.76519 -0.070
C 1.15677 -3.81792 0.09758 -0.374
H -1.78292 2.30082 -0.11078 0.068
C 1.15221 -4.87436 -0.83268 -0.066
H 2.76680 1.21927 0.73654 0.052
```

Properties
HOMO energy (alpha / beta) = -13.97 / -13.69 eV
Energy relative to the best compared isomer or geometry (same formula, charge and spin) = 8.0 kcal/mol
Spin multiplicity = 8
<S²> = 16.086
Charge = +2

***

Computed, not measured: a molecular structure, C40H41HgN9PS, with the ωB97M-V functional and the def2-TZVPD basis.

Structure (XYZ):
```
93
Properties=species:S:1:pos:R:3:lowdin_charge:R:1
C -2.09844 2.57755 0.02549 -0.302
H -2.05099 -0.85101 -4.94492 0.089
N -1.30189 -5.16328 0.38174 -0.215
C -0.29186 -0.40101 2.90155 -0.455
H -3.37414 -5.40212 0.45738 0.082
H 2.48348 -0.97407 5.90580 0.096
H 0.92248 -3.85289 -4.13446 0.084
H 6.36072 1.56455 -1.16851 0.067
C 0.32561 -2.99814 -3.84632 -0.100
C -0.85312 -6.53964 0.30992 -0.073
C -0.72907 2.84360 1.85675 -0.202
C 3.44843 -0.10682 -1.80573 -1.019
C -0.61800 -2.43031 -4.70302 -0.121
N -2.38422 1.96672 -1.12567 0.026
C -4.73157 5.53082 1.62600 -0.148
C 0.39918 1.64936 5.49230 -0.119
H 5.38489 0.52012 -0.10237 0.036
C 2.57540 -3.73571 3.67926 -0.101
N -0.16794 -1.33537 -2.19321 0.070
C -1.26474 -0.73663 3.84796 -0.125
H -2.07871 -0.93284 0.09205 0.071
C 3.49074 0.70239 -4.03177 -0.222
H 2.11738 -4.70534 3.83961 0.090
H -5.39082 6.27536 2.05542 0.076
H 1.25797 -2.76677 -1.90613 0.049
C -1.83500 -0.89157 1.14934 -0.162
H -2.55123 0.81518 -3.27231 0.088
H -2.59079 -5.32318 2.05621 0.086
C 1.70691 0.25423 7.48473 -0.104
C -3.56798 5.14834 2.30793 -0.070
H -1.54478 -7.11464 -0.30898 0.080
H 2.21089 -0.74851 -3.30857 0.060
H -3.28163 -1.39043 4.18028 0.082
C -2.81319 -1.20220 2.08185 -0.128
H -0.11807 2.19777 4.71100 0.081
H -3.81061 -1.47933 1.75150 0.089
C -1.80338 0.39501 -2.59711 -0.160
C 5.34127 1.25405 -0.90922 -0.159
H 2.61227 1.31571 -4.27524 0.092
C -0.54546 -0.48742 1.52447 -0.354
N 4.72317 0.63215 -2.04117 -0.223
C 3.72305 -1.26866 3.17518 -0.118
C 1.20075 0.55983 5.13643 -0.369
H -1.37576 4.12958 3.34879 0.121
H 4.16031 -0.31325 2.91189 0.096
C 4.46692 1.51124 -3.15634 -0.223
H 4.80526 2.15135 -0.54393 0.064
H -5.92272 5.22856 -0.12825 0.083
H 0.77553 1.61824 8.85886 0.087
H -0.79467 -2.85384 -5.68669 0.086
C 2.32928 0.84449 -1.28940 -0.364
N 3.18182 -0.47649 -3.22101 -0.043
C -2.72663 4.19533 1.76711 -0.206
H 3.99769 2.46181 -2.83856 0.100
H 2.22535 -0.29827 8.26019 0.092
H 1.79480 1.28602 -2.14035 0.017
C 0.23831 2.02547 6.81500 -0.105
H 4.55990 -4.53126 3.47396 0.090
C -5.02389 4.94281 0.40685 -0.139
H 3.95359 0.39923 -4.97746 0.086
H -0.39971 2.86575 7.06352 0.093
C 3.94593 -3.63802 3.47633 -0.103
N -1.59336 0.95429 -1.42660 -0.050
C -3.00694 3.58139 0.52301 -0.107
N 0.44198 -3.40030 0.65135 0.227
H -1.04018 -0.68097 4.90759 0.091
C 1.78273 -2.59981 3.63918 -0.103
Hg 0.87552 -0.00547 0.00627 1.084
H 0.16356 2.60327 2.42933 0.080
N -1.56289 3.79368 2.42187 0.089
H -0.80186 -7.00335 1.30405 0.082
C -1.31721 -1.31771 -4.29780 -0.071
H 0.70979 -2.68336 3.75828 0.096
P 1.38321 0.19677 3.33312 1.068
C -1.07530 -0.76358 -3.01840 -0.298
N -0.94335 2.27455 0.74310 0.105
H 0.13441 -6.57174 -0.14364 0.092
C 4.51973 -2.40289 3.22008 -0.096
C -2.52650 -1.14011 3.44258 -0.122
H 5.39908 1.76362 -3.67643 0.098
H -4.40442 3.50741 -1.08365 0.089
H 2.75829 1.68795 -0.73730 0.001
S 3.67653 -1.54442 -0.73590 0.286
C 0.89648 1.32696 7.82205 -0.122
C 2.35323 -1.35256 3.40305 -0.396
H -2.76131 -3.85383 1.07901 0.073
C -2.57897 -4.92477 1.03348 -0.056
C 1.85469 -0.12806 6.15534 -0.084
H 5.57469 -2.32728 2.99104 0.097
C -4.17952 3.98102 -0.13840 -0.052
C 0.50616 -2.40363 -2.60363 -0.193
C -0.36160 -4.22157 0.54685 -0.274
H -3.32070 5.59202 3.26745 0.092
```

Properties
HOMO energy (alpha / beta) = 0.36 / -0.34 eV
Energy relative to the best compared isomer or geometry (same formula, charge and spin) = 0.0 kcal/mol
Spin multiplicity = 2
<S²> = 0.824
Charge = -2

***

We obtain E values of -228027.75788; -207802.48202; -83590.62905; -79852.35336 eV for the records listed above, in that order.
We obtain max |F| values of 1.7; 0.4; 1.9; 0.4 eV/A for the records listed above, in that order.